{"formula": "C16H24BBr2MgN6S4", "method": "the ωB97M-V functional and the def2-TZVPD basis", "symbols": ["Mg", "C", "C", "C", "C", "C", "N", "N", "B", "N", "N", "C", "C", "C", "C", "C", "N", "N", "C", "C", "C", "C", "C", "H", "H", "H", "H", "H", "H", "H", "H", "H", "H", "H", "H", "H", "H", "H", "H", "H", "H", "H", "H", "H", "H", "S", "S", "S", "S", "Br", "C", "Br", "H", "H"], "coordinates": [[-0.617823, 1.109502, -1.344644], [0.632068, 3.607134, 1.359317], [0.081774, 2.235645, 1.687738], [-0.028361, 1.744289, 3.015513], [-0.295164, 0.375059, 2.909377], [-0.719181, -0.660786, 3.916492], [-0.323738, 0.036980, 1.608687], [-0.078992, 1.192746, 0.821927], [-0.620424, -1.296851, 0.842164], [0.505715, -1.606253, -0.222194], [0.791820, -0.503065, -1.106258], [1.962877, -0.739378, -1.668136], [2.673034, 0.115624, -2.690443], [2.562347, -1.929208, -1.048839], [1.547334, -2.438721, -0.207060], [1.449657, -3.656177, 0.649041], [-1.959175, -1.225856, 0.101894], [-2.258227, -0.087278, -0.653327], [-3.528991, -0.189715, -1.021071], [-4.297381, 0.856742, -1.775908], [-4.004580, -1.496969, -0.725890], [-2.980071, -2.109396, 0.006864], [-2.900440, -3.541671, 0.596247], [0.636883, 4.254861, 2.302078], [1.718556, 3.517697, 1.076895], [0.113214, 4.109910, 0.556110], [0.016172, 2.277780, 3.950280], [-0.386857, -0.295744, 4.884622], [-1.792054, -0.778676, 3.881241], [-0.320286, -1.687377, 3.616733], [-0.674119, -2.261503, 1.564384], [2.714420, 1.145721, -2.304066], [3.665936, -0.287149, -2.844768], [2.108992, 0.190977, -3.647407], [3.590097, -2.272369, -1.023032], [2.339025, -3.817513, 1.264826], [0.567728, -3.546903, 1.262058], [1.264961, -4.546147, 0.064500], [-3.883104, 1.009636, -2.811002], [-5.334260, 0.512480, -1.870665], [-4.135545, 1.805258, -1.256185], [-4.924347, -1.959172, -1.077539], [-1.853619, -3.746392, 0.955582], [-3.605365, -3.608731, 1.458282], [-3.172580, -4.229857, -0.220029], [-0.948124, 1.378988, -3.794816], [0.674359, 2.523910, -3.583977], [0.092009, 4.321553, -2.563757], [-1.420735, 3.703717, -1.363158], [4.851033, 1.382088, 0.776436], [5.246733, 2.541294, -0.807368], [3.787180, 3.630441, -1.376196], [5.404943, 1.774653, -1.586152], [6.064669, 3.164161, -0.535405]], "atomic_forces_ev_per_a": [[-0.1530, 0.6111, 0.2369], [1.0128, 0.1885, 1.0705], [0.6821, -1.6660, 0.2616], [-0.4331, -0.9847, -0.3013], [-0.5525, -0.1078, -0.5184], [1.0705, -0.5529, -0.7844], [0.4173, 1.7000, -1.6909], [-0.1669, 0.6610, 1.6629], [0.4106, -0.6281, -0.1334], [-0.0186, 3.0470, -1.0865], [-0.2983, -1.8819, -0.1291], [1.4335, -1.7967, 1.5057], [-1.1187, 0.4127, 0.2912], [-1.8351, 0.4608, 0.2776], [1.1904, 0.7517, -0.4415], [0.2803, 0.0175, 0.0247], [-0.7632, 0.7816, -1.2662], [-0.4349, -0.3149, 1.4196], [-0.0017, -1.5540, -0.9460], [1.1141, -0.1113, -0.7694], [0.5013, -0.0098, 0.5134], [0.0843, -0.2949, 0.1317], [0.3297, 1.2918, 0.0130], [-0.2349, -0.8962, -1.2065], [-0.9939, -0.0600, 0.1264], [-0.1845, 0.0339, -0.1439], [0.1159, 0.1920, -0.0794], [-0.0859, -0.5292, 0.2680], [-0.4289, 0.1538, 0.2145], [-0.1741, 1.4333, 0.7701], [-0.0277, 0.5485, 0.2302], [0.1962, -0.3364, -0.2382], [0.1815, -0.0436, -0.1287], [0.4270, -0.2738, 0.6370], [-0.2230, -0.0236, -0.5906], [-0.1339, 0.0537, -0.0686], [0.0975, -0.0711, 0.4434], [0.2015, -0.2872, -0.3795], [-0.2784, -0.1999, 0.9260], [0.1715, 0.5055, 0.2140], [-0.5797, 0.0366, -0.1610], [0.1710, 0.2535, 0.3339], [-1.2180, 0.0841, -0.4440], [0.4912, -0.2275, -0.6913], [0.0457, 0.0470, 0.5607], [-0.7361, -0.7363, -0.2164], [0.7470, 0.6707, 0.3959], [0.0712, 0.1432, -0.4120], [-0.2152, -0.5132, 0.3066], [0.0479, 0.6682, -0.5456], [-0.9330, -1.6930, -0.0064], [-0.1989, 0.0705, 0.1531], [0.3091, 0.8117, 0.3910], [0.6212, 0.1638, -0.0006]], "lumo_energy_ev": 2.30, "charge": -1}